No. 1
20
Properties=species:S:1:pos:R:3:lowdin_charge:R:1 method="wB97M-V/def2-TZVPD" multiplicity=1 homo_lumo_gap_ev="8.12 / 7.38" total_energy_ha=-709.10941 lumo_ev="0.84 / 0.55" homo_ev="-7.284 / -6.832"
C -0.1032 0.7022 -0.2720 -0.1500
C -0.0418 -1.7491 -0.4141 -0.0536
C 1.9940 -0.4055 -1.0464 -0.0436
C 1.2122 -0.4832 1.3556 -0.0426
C -3.0183 1.3452 0.2260 -0.4593
C 0.7766 -0.4884 -0.1171 -0.5997
O 0.0304 1.8191 -0.6591 -0.0179
S -2.3805 2.7835 -0.4367 0.7337
H -0.9470 -1.7612 0.1897 0.0816
H 0.5425 -2.6374 -0.1861 0.0852
H -0.3275 -1.7794 -1.4631 0.0863
H 2.6426 0.4246 -0.7692 0.0868
H 2.5727 -1.3253 -0.9946 0.0853
H 1.6706 -0.2590 -2.0743 0.0874
H 1.7751 0.4181 1.5886 0.0891
H 1.8469 -1.3454 1.5495 0.0900
H 0.3439 -0.5311 2.0080 0.0859
H -3.1625 1.2637 1.2822 -0.0150
H -3.5999 0.7482 -0.4457 -0.0199
H -1.8270 3.2604 0.6788 -0.1096



No. 2
11
Properties=species:S:1:pos:R:3:lowdin_charge:R:1 method="wB97M-V/def2-TZVPD" multiplicity=2 homo_lumo_gap_ev="5.18 / 7.27" total_energy_ha=-1694.41532 lumo_ev="-1.11 / -1.18" homo_ev="-6.289 / -8.455"
Ca 2.6944 -0.7830 -0.4691 1.2837
O 1.7550 0.3470 1.1421 -0.6432
N 0.6205 1.0670 1.0060 -0.2661
S -0.0860 0.7543 -0.4699 0.6732
O 0.8300 -0.0736 -1.3198 -0.5765
O -0.6784 1.9555 -1.0365 -0.2885
C -1.5353 -0.3997 -0.1818 -0.7199
F -1.0959 -1.6050 0.1322 0.1352
F -2.2594 0.0740 0.8151 0.1539
F -2.2729 -0.4699 -1.2745 0.1511
H 2.0279 -0.8665 1.6561 0.0971



No. 3
65
Properties=species:S:1:pos:R:3:lowdin_charge:R:1 method="wB97M-V/def2-TZVPD" multiplicity=2 homo_lumo_gap_ev="5.46 / 5.18" charge=+1 total_energy_ha=-6459.92987 lumo_ev="-4.85 / -4.96" homo_ev="-10.308 / -10.139"
Mo -1.5770 0.2250 -0.1280 0.9334
C 1.9149 0.0435 -1.2114 -0.0801
N 0.9474 -0.8142 -0.4976 -0.1677
C 1.3267 -1.2453 0.8515 -0.1758
C 0.9270 -0.2906 1.9666 -0.1416
N -0.5164 0.1263 2.0439 -0.2614
C -0.5264 1.4689 2.6647 -0.1430
C -1.2244 -0.8304 2.9001 -0.3334
C -1.2465 -0.7196 4.2795 -0.0214
C -1.9424 -1.6551 5.0369 -0.0554
C -2.6109 -2.6967 4.4154 -0.0593
C -2.5803 -2.8086 3.0334 -0.0782
C -1.8819 -1.8775 2.2791 -0.5526
S -1.7910 -2.0536 0.5293 0.6485
C 0.7250 -1.9209 -1.4193 -0.3407
C 1.4989 -3.0691 -1.3883 -0.0232
C 1.2926 -4.0696 -2.3302 -0.0573
C 0.3285 -3.9029 -3.3114 -0.0591
C -0.4407 -2.7499 -3.3439 -0.1159
C -0.2511 -1.7527 -2.3947 -0.5874
S -1.2113 -0.2666 -2.4853 0.6206
H 2.7725 -0.5571 -1.5358 0.1423
H 1.8960 1.4112 0.4257 0.1184
H 1.4021 0.3891 -2.1115 0.1053
H 2.4087 -1.4167 0.9353 0.1259
H 0.8560 -2.2113 1.0319 0.1038
H 1.5333 0.6126 1.9714 0.0992
H 1.1776 -0.7990 2.9049 0.1432
H 0.1039 1.4979 3.5551 0.0924
H -1.5423 1.7428 2.9332 0.0292
H -0.1425 2.1856 1.9437 0.0697
H -0.7412 0.0921 4.7790 0.1102
H -1.9696 -1.5555 6.1126 0.1109
H -3.1665 -3.4157 4.9994 0.1126
H -3.1084 -3.6074 2.5303 0.1152
H 2.2614 -3.1951 -0.6316 0.1157
H 1.8862 -4.9723 -2.2956 0.1098
H 0.1580 -4.6778 -4.0452 0.1131
H -1.2169 -2.6261 -4.0855 0.1025
N 1.1546 3.0438 -1.4850 0.2013
C 2.3605 2.5516 -1.2267 -0.1215
C 3.5020 3.2451 -1.7226 0.0120
C 4.7418 2.8267 -1.3678 0.0085
C 4.9852 1.7040 -0.5009 -0.0361
C 3.9340 0.9976 -0.0667 -0.0037
C 2.5339 1.2982 -0.4503 -0.1896
N -0.1066 1.5324 -0.2145 -0.0959
C -0.0887 2.4872 -1.0221 -0.3517
C -1.3529 2.9797 -1.5692 -0.3376
C -1.7669 4.0799 -2.2433 -0.3113
S -3.4739 4.0806 -2.3247 1.1198
C -3.5297 2.6040 -1.4919 -0.5230
N -2.3597 2.1263 -1.1658 -0.1731
H 1.1074 3.8788 -2.0560 0.1629
H 3.3709 4.1130 -2.3539 0.1260
H 5.5948 3.3749 -1.7474 0.1283
H 5.9960 1.4468 -0.2262 0.1195
H 4.0797 0.1338 0.5694 0.1252
H -1.1883 4.8926 -2.6460 0.0802
H -4.4608 2.1250 -1.2430 0.0288
Cl -4.7377 0.2238 -2.7713 0.1428
Ge -3.7923 -0.8797 -1.1165 -0.4463
Cl -3.6212 -2.7995 -2.0887 0.1516
Cl -5.4445 -1.1340 0.2415 0.1116
Cl -3.1664 1.0293 1.3820 0.2030



No. 4
141
Properties=species:S:1:pos:R:3:lowdin_charge:R:1 method="wB97M-V/def2-TZVPD" multiplicity=1 homo_lumo_gap_ev=9.61 total_energy_ha=-2329.85918 lumo_ev=0.09 homo_ev=-9.521
C -2.8210 -0.0512 -1.0343 -0.0979
C -4.0744 -0.5337 -0.3780 -0.2773
O -4.7688 -1.4479 -1.2443 -0.0784
H -2.2797 0.6192 -0.3644 0.0380
H -3.0099 0.5498 -1.9263 0.0856
H -2.1836 -0.8967 -1.2976 0.0640
H -4.7749 0.2745 -0.1370 0.1146
H -3.8530 -0.9647 0.6071 0.0978
H -5.6978 -1.4088 -1.0033 0.0990
C 0.3043 4.8330 0.6384 -0.0805
C -0.5388 6.0193 1.0423 -0.3257
O -0.1383 7.2288 0.4051 -0.0728
H 0.3635 4.7497 -0.4493 0.0688
H -0.0305 3.8649 1.0160 0.0545
H 1.3261 4.9802 0.9976 0.0720
H -0.5032 6.2407 2.1138 0.1110
H -1.6017 5.8103 0.8585 0.0958
H -0.7446 7.4500 -0.3037 0.0771
C 0.1890 0.8835 6.4519 -0.0877
C -0.1618 1.1620 5.0127 -0.3284
O 0.9338 0.7606 4.1949 -0.1049
H 0.2179 -0.1906 6.6510 0.0696
H -0.5715 1.3118 7.1118 0.0730
H 1.1473 1.2848 6.7761 0.0759
H -0.3044 2.2396 4.8459 0.1094
H -1.0941 0.6871 4.6797 0.0911
H 0.7653 1.0650 3.2894 0.0312
C -1.7198 3.3814 -2.5871 -0.0778
C -2.2599 3.2996 -3.9978 -0.2845
O -1.8676 2.0316 -4.5387 -0.1001
H -2.2612 4.1452 -2.0141 0.0693
H -0.6781 3.6985 -2.5459 0.0758
H -1.9044 2.4822 -2.0025 0.0477
H -1.9009 4.1070 -4.6465 0.1169
H -3.3521 3.3960 -4.0099 0.1124
H -2.5464 1.7039 -5.1345 0.0942
C -3.8895 -4.3814 0.5199 -0.0812
C -2.7273 -4.0302 -0.3810 -0.3337
O -3.1716 -3.7144 -1.6838 -0.0906
H -3.5802 -4.8346 1.4660 0.0721
H -4.6021 -5.0726 0.0729 0.0824
H -4.4002 -3.4377 0.7351 0.0543
H -2.0212 -4.8583 -0.4458 0.1080
H -2.1564 -3.1790 0.0127 0.0848
H -3.7583 -2.9347 -1.6506 0.0456
C 4.2416 -3.9891 1.6270 -0.0594
C 3.5623 -2.6650 1.8919 -0.4968
C 2.4595 -2.7499 2.9408 -0.0541
O 4.5842 -1.7592 2.3082 -0.0491
H 3.5431 -4.7347 1.2413 0.0811
H 4.7906 -4.3610 2.4911 0.0853
H 4.9858 -3.8527 0.8362 0.0713
H 3.0915 -2.3170 0.9638 0.1094
H 1.8244 -1.8577 2.9212 0.0554
H 2.7756 -2.8617 3.9806 0.0878
H 1.8096 -3.6041 2.7286 0.0814
H 4.2570 -1.1883 3.0085 0.0756
C 4.2963 1.3433 0.0891 -0.0552
C 3.8670 2.5010 0.9708 -0.4927
C 3.8076 2.0865 2.4328 -0.0487
O 4.8169 3.5569 0.8017 -0.0453
H 4.2065 1.5699 -0.9743 0.0824
H 3.7044 0.4504 0.2896 0.0502
H 5.3459 1.1246 0.2984 0.0953
H 2.8822 2.8407 0.6260 0.1187
H 4.8483 1.9597 2.7645 0.0898
H 3.2902 1.1517 2.6296 0.0570
H 3.5191 2.9225 3.0778 0.0806
H 4.5661 4.2388 1.4356 0.0828
C -3.1912 3.2522 3.0587 -0.0445
C -3.6595 2.4827 1.8357 -0.4515
C -3.6540 3.3713 0.6025 -0.0429
O -2.8511 1.3189 1.6019 -0.1025
H -3.7264 4.2013 3.1174 0.0818
H -2.1193 3.4619 3.0899 0.0784
H -3.3827 2.7145 3.9935 0.0758
H -4.6623 2.0912 2.0279 0.1398
H -2.6286 3.5208 0.2629 0.0634
H -4.1613 4.3227 0.7493 0.0852
H -4.2122 2.8880 -0.2053 0.0778
H -3.0886 0.6955 2.3154 0.0669
C -0.7646 -1.9031 -3.8594 -0.0534
C 0.3539 -2.8423 -3.3898 -0.4479
C 0.1594 -3.3104 -1.9586 -0.0401
O 0.3536 -3.9914 -4.2628 -0.0548
H -0.6727 -1.6592 -4.9183 0.0733
H -0.8308 -0.9469 -3.3340 0.0569
H -1.7329 -2.3954 -3.7071 0.0792
H 1.2861 -2.2959 -3.5326 0.1016
H -0.4206 -2.5748 -1.3918 0.0475
H 1.1313 -3.4476 -1.4812 0.0768
H -0.4149 -4.2302 -1.8730 0.0710
H -0.5557 -4.3144 -4.2397 0.0846
C -0.3814 -1.1049 1.0761 -0.0358
C 0.4446 0.1604 0.7949 -0.4227
C 0.4306 0.5895 -0.6475 -0.0350
O -0.0662 1.2204 1.6300 -0.0900
H 0.1677 -1.9948 0.7591 0.0748
H -1.3754 -1.0578 0.6198 0.0466
H -0.5812 -1.2195 2.1444 0.0738
H 1.4529 -0.0398 1.1756 0.1191
H 1.0093 -0.0618 -1.3095 0.0724
H 0.8880 1.5732 -0.7808 0.0865
H -0.5963 0.6424 -1.0149 0.0431
H -1.0307 1.2745 1.4595 0.0568
C 5.6907 -2.5886 -3.5094 -0.0601
C 4.5669 -1.6355 -3.0980 -0.4861
C 4.2795 -1.7220 -1.6074 -0.0503
O 4.9770 -0.3189 -3.4609 -0.0536
H 5.8885 -2.5245 -4.5816 0.0760
H 5.4350 -3.6318 -3.2965 0.0793
H 6.6116 -2.3957 -2.9570 0.0861
H 3.6718 -1.9122 -3.6702 0.1160
H 4.2569 -2.7686 -1.3130 0.0741
H 3.3542 -1.1931 -1.3569 0.0588
H 4.9836 -1.1641 -0.9861 0.0818
H 5.2101 -0.3362 -4.3938 0.0849
C -2.1804 -2.3665 4.7877 -0.0458
C -3.1552 -2.2441 3.6131 -0.4723
C -4.4447 -3.0102 3.9236 -0.0546
O -3.4205 -0.8592 3.3828 -0.0740
H -1.2473 -1.8457 4.5618 0.0684
H -1.9115 -3.4038 4.9940 0.0864
H -2.6116 -1.9373 5.6960 0.0875
H -2.7156 -2.6945 2.7215 0.1211
H -5.1504 -3.0120 3.0937 0.0699
H -4.9198 -2.5316 4.7858 0.0829
H -4.2159 -4.0447 4.1791 0.0836
H -3.6425 -0.4866 4.2463 0.0990
C 1.6587 0.7028 -4.0674 -0.0501
C 1.6618 1.3860 -5.4356 -0.4503
C 0.9590 0.5707 -6.5226 -0.0451
O 0.9429 2.6287 -5.2988 -0.0801
H 0.7176 0.7605 -3.5241 0.0575
H 2.4786 1.0932 -3.4652 0.0774
H 1.8785 -0.3576 -4.2369 0.0585
H 2.6798 1.7027 -5.6631 0.1344
H 0.9178 1.1390 -7.4472 0.0773
H -0.0546 0.4499 -6.1341 0.0642
H 1.4499 -0.3974 -6.6251 0.0792
H 0.1088 2.4283 -4.8462 0.0329



No. 5
183
Properties=species:S:1:pos:R:3:lowdin_charge:R:1 method="wB97M-V/def2-TZVPD" multiplicity=1 homo_lumo_gap_ev=10.03 total_energy_ha=-7702.52037 lumo_ev=-0.21 homo_ev=-10.242
C -8.2071 1.6681 -2.6313 0.0404
N -8.6353 2.8193 -1.7714 -0.4242
O -8.1885 2.9145 -0.6400 0.0547
O -9.6372 3.4404 -2.1765 0.0419
H -7.1283 1.7109 -2.7813 0.0943
H -8.7278 1.5307 -3.5790 0.0943
H -8.5371 0.8525 -1.9879 0.0988
C 0.4400 6.9022 3.6252 0.0327
N -0.0344 8.0923 2.9094 -0.4501
O 0.6730 8.6537 2.0706 0.0496
O -1.2058 8.3508 2.9925 0.0657
H -0.3721 6.1771 3.6779 0.1014
H 0.7999 7.2474 4.5944 0.1028
H 1.2597 6.3960 3.1154 0.0974
C 3.7950 -1.3828 -6.5312 0.0566
N 2.3875 -0.9431 -6.0578 -0.4013
O 1.5662 -1.8571 -5.8490 0.0371
O 2.2055 0.2745 -5.9061 0.0389
H 4.3775 -0.6884 -5.9257 0.0854
H 4.0735 -1.1954 -7.5682 0.0950
H 3.9218 -2.4089 -6.1860 0.0881
C -4.6177 5.3621 0.9574 0.0537
N -4.7008 6.1596 -0.2743 -0.4924
O -3.7488 6.6289 -0.8289 0.0648
O -5.7480 6.1263 -0.8320 0.0645
H -4.3501 6.1188 1.6949 0.1043
H -3.8747 4.5773 0.8153 0.1056
H -5.6384 5.0321 1.1510 0.1000
C 2.4636 -1.6813 9.7507 0.0319
N 2.2498 -1.6887 8.2796 -0.4192
O 2.0492 -2.7642 7.6968 0.0520
O 2.0749 -0.5760 7.7749 0.0418
H 3.5254 -1.7213 9.9940 0.0983
H 2.1210 -2.6753 10.0385 0.0944
H 1.9976 -0.8500 10.2798 0.1006
C 6.6332 -4.1201 -2.1826 0.0226
N 5.3070 -4.1896 -1.4890 -0.4307
O 5.2504 -5.0436 -0.5861 0.0528
O 4.5024 -3.3784 -1.8805 0.0720
H 6.9507 -3.0774 -2.1959 0.0966
H 6.5167 -4.4833 -3.2037 0.0935
H 7.4404 -4.7861 -1.8777 0.0929
C -5.5165 3.2267 9.3209 -0.1768
O -6.4428 2.7824 8.3706 -0.2054
P -5.7104 2.4373 6.8609 0.5408
O -5.3399 3.6173 6.0724 -0.2333
O -6.7341 1.4069 6.1469 -0.2000
C -6.5827 1.1277 4.7886 -0.1465
O -4.4404 1.4440 7.2452 -0.2525
C -3.5357 1.1355 6.1832 -0.0999
H -5.0964 4.2184 9.1532 0.0918
H -4.7411 2.5315 9.6427 0.0825
H -5.9957 3.3120 10.2962 0.0845
H -5.9215 0.3059 4.5135 0.0841
H -6.0270 1.9256 4.2960 0.0754
H -7.4972 0.9678 4.2175 0.0948
H -3.9091 1.4203 5.1995 0.0702
H -3.3847 0.0568 6.2256 0.0950
H -2.6436 1.7150 6.4209 0.0953
C 1.2869 0.8084 -0.7424 -0.0966
O -0.0871 0.7206 -0.3684 -0.2197
P -0.4685 0.6085 1.1804 0.4979
O 0.1025 1.6245 2.1706 -0.2770
O -0.1615 -0.9447 1.5029 -0.2250
C 1.0943 -1.4131 1.9851 -0.0981
O -2.1168 0.5317 1.0995 -0.2287
C -2.8405 -0.2946 0.2015 -0.1211
H 1.5596 0.0505 -1.4768 0.0970
H 1.9823 0.7721 0.0961 0.0703
H 1.5258 1.7896 -1.1528 0.0909
H 1.3426 -1.3100 3.0414 0.0907
H 1.9632 -0.9083 1.5628 0.0679
H 1.1122 -2.4463 1.6383 0.0947
H -2.3339 -0.8045 -0.6179 0.0859
H -3.6144 0.3752 -0.1734 0.0875
H -3.3420 -1.1310 0.6883 0.0836
C -4.2490 6.8667 -6.4336 -0.1343
O -3.3382 5.9485 -6.9813 -0.2030
P -3.8918 4.4850 -7.4294 0.5071
O -3.8763 4.1789 -8.8940 -0.2507
O -2.8354 3.5646 -6.5590 -0.2614
C -3.1650 2.9860 -5.2688 -0.0691
O -5.3473 4.2553 -6.7049 -0.2604
C -6.4414 3.8835 -7.5542 -0.0997
H -4.2312 6.8162 -5.3449 0.0950
H -5.2734 6.7292 -6.7798 0.0779
H -4.1665 7.9069 -6.7488 0.0886
H -2.2659 2.6319 -4.7646 0.0929
H -3.8837 2.2294 -5.5836 0.0821
H -3.7247 3.7937 -4.7972 0.0771
H -7.3515 4.3938 -7.2389 0.0887
H -6.5407 2.8166 -7.3543 0.0869
H -6.2939 3.9952 -8.6284 0.0817
C 3.9602 -8.9036 2.3043 -0.0678
O 3.9389 -10.2665 2.8314 -0.2355
P 4.4125 -11.5705 2.0004 0.4859
O 4.1976 -11.4787 0.5082 -0.2599
O 5.9807 -11.8300 2.4349 -0.2396
C 7.0242 -11.8850 1.4981 -0.1342
O 3.8144 -12.7732 2.8560 -0.2267
C 4.0525 -13.0124 4.2320 -0.0936
H 3.4978 -8.0836 2.8538 0.0911
H 3.6721 -8.9532 1.2542 0.0782
H 5.0115 -8.6440 2.1794 0.0798
H 7.4162 -12.9013 1.5401 0.0900
H 7.7832 -11.1138 1.6292 0.0845
H 6.7291 -11.7267 0.4608 0.0756
H 3.1221 -12.7131 4.7145 0.0954
H 4.9754 -12.5504 4.5826 0.0871
H 4.2170 -14.0842 4.3428 0.0898
C 1.7957 9.5507 -7.3683 -0.1259
O 2.6832 8.7281 -6.6500 -0.2008
P 3.0996 7.3564 -7.3378 0.4403
O 3.4003 7.4748 -8.7969 -0.2402
O 4.2569 6.8085 -6.3567 -0.2183
C 4.7878 5.5611 -6.7430 -0.1271
O 1.8865 6.3402 -6.9429 -0.2329
C 1.3876 6.0469 -5.6253 -0.0841
H 1.7533 9.3374 -8.4364 0.0772
H 2.0394 10.6119 -7.4208 0.0940
H 0.7648 9.3116 -7.1073 0.0923
H 4.4788 4.8296 -5.9963 0.0862
H 5.8537 5.7136 -6.5738 0.0895
H 4.6153 5.0980 -7.7146 0.0965
H 0.3523 6.3604 -5.4914 0.0845
H 2.0615 6.4568 -4.8730 0.0877
H 1.2888 4.9739 -5.4608 0.0826
C -9.6504 -4.6332 4.5764 -0.0568
C -8.6929 -5.1755 3.5157 -0.2381
O -9.3245 -5.1917 2.2657 -0.0059
C -8.9813 -4.1737 1.3379 -0.2623
O -8.2575 -3.2038 1.5524 0.1453
C -9.6752 -4.3328 -0.0186 -0.6204
F -10.9035 -4.7061 -0.0022 0.2345
F -9.4949 -3.3004 -0.8135 0.1783
F -8.9664 -5.2354 -0.7164 0.1466
H -9.5469 -5.1424 5.5346 0.0751
H -10.6954 -4.7127 4.2766 0.0829
H -9.4169 -3.5878 4.7781 0.0740
H -8.5998 -6.2392 3.7345 0.1227
H -7.7228 -4.6787 3.5296 0.1241
C 4.8350 2.2240 5.4008 -0.0472
C 4.5886 1.5218 4.0421 -0.1723
O 5.7323 0.8612 3.4416 0.0001
C 6.1469 -0.3692 3.8343 -0.3276
O 5.5539 -1.1479 4.6031 0.1228
C 7.4492 -0.7017 3.0582 -0.5326
F 6.9361 -0.8751 1.8529 0.1701
F 8.3622 0.3142 3.0509 0.1539
F 7.9188 -1.9005 3.4130 0.1723
H 5.3412 3.1847 5.3063 0.0700
H 5.3538 1.5836 6.1141 0.0781
H 3.8867 2.5113 5.8550 0.0763
H 4.1699 2.1206 3.2333 0.1245
H 3.8165 0.7706 4.2083 0.1116
C 10.6584 3.1647 -6.4769 -0.0664
C 10.8533 2.5635 -5.0739 -0.1525
O 9.8877 2.8977 -4.0185 0.0736
C 8.7102 2.4326 -4.0875 -0.4262
O 8.3081 1.6970 -4.9907 0.1323
C 7.8393 2.9458 -2.9537 -0.4281
F 7.1380 4.1134 -3.2272 0.1206
F 6.9185 2.0279 -2.5332 0.1411
F 8.6549 3.2987 -1.9061 0.1273
H 9.8193 2.7488 -7.0345 0.0702
H 11.5017 3.2313 -7.1643 0.0825
H 10.4239 4.2228 -6.3609 0.0803
H 11.7813 3.0712 -4.8111 0.1159
H 11.2497 1.5482 -5.0613 0.1288
C -2.8413 -5.3763 -1.0893 -0.0525
C -2.1249 -5.9233 0.1940 -0.2340
O -2.6330 -5.5004 1.4183 -0.0020
C -2.3797 -6.1472 2.6347 -0.2509
O -1.5604 -7.0747 2.5541 0.1261
C -3.0073 -5.6630 3.9370 -0.5973
F -2.0260 -5.2911 4.7890 0.1535
F -3.7087 -4.5501 3.6994 0.1693
F -3.6252 -6.5867 4.5662 0.2398
H -2.2916 -5.6780 -1.9809 0.0740
H -2.8770 -4.3003 -1.2594 0.0612
H -3.8706 -5.7095 -1.2216 0.0699
H -1.0664 -5.6793 0.1039 0.1225
H -2.0468 -7.0027 0.0637 0.1204